Entry 1:
Formula: C23H22FN3O
Source: the Open Molecules 2025 dataset
Level of theory: ωB97M-V with the def2-TZVPD basis set

CARTESIAN COORDINATES (ANGSTROEM)
N: -2.830 2.598 -0.007
O: -2.149 -0.152 -5.232
F: -1.127 2.336 8.691
C: -2.055 1.952 -0.565
N: 0.702 -0.372 -1.496
C: -1.205 -0.668 -4.657
C: 0.863 0.098 2.866
C: 0.390 1.357 3.322
C: -0.028 0.522 -0.786
C: 0.341 -0.678 -2.746
C: 0.045 1.049 7.090
C: -0.962 3.102 6.408
C: -1.595 0.731 -2.597
C: 0.408 0.777 5.762
C: -0.620 2.806 5.084
C: -0.718 2.144 7.401
C: -1.172 1.147 -1.339
C: -0.828 -0.165 -3.331
C: 0.056 1.634 4.716
N: 0.441 0.764 0.531
C: 1.011 -0.262 1.408
C: 1.485 -3.514 -5.190
C: -0.360 -3.588 -3.531
C: 0.055 2.402 2.256
C: -0.472 -1.802 -5.401
C: 1.232 -1.624 -3.515
C: 0.810 2.116 0.957
C: 0.446 -2.611 -4.432
H: 1.089 -0.658 3.605
H: 0.295 0.294 7.859
H: -1.520 4.009 6.667
H: -2.533 1.161 -2.954
H: 0.986 -0.145 5.591
H: -0.935 3.530 4.305
H: 2.057 -0.412 1.125
H: 0.447 -1.193 1.241
H: 1.059 -4.065 -6.065
H: 2.257 -2.852 -5.629
H: 1.988 -4.218 -4.525
H: -1.065 -3.076 -2.844
H: -0.919 -4.324 -4.139
H: 0.357 -4.149 -2.948
H: 0.321 3.404 2.576
H: -1.017 2.410 2.067
H: 0.087 -1.295 -6.231
H: -1.253 -2.459 -5.862
H: 1.915 -0.981 -4.093
H: 1.859 -2.162 -2.793
H: 1.859 2.215 1.123
H: 0.500 2.865 0.254

Values from the calculation:
SMILES	CC1(C)CC(=O)c2cc(C#N)c(N3CC=C(c4ccc(F)cc4)CC3)nc2C1
E_tot	-1228.9982	Eh
frontier orbital gap	0.297	Eh
relative energy (zero: lowest compared OMol25 entry of this formula, charge and spin)	1.2321	eV

***

Entry 2:
Formula: C23H22FOS
Source: the Open Molecules 2025 dataset
Level of theory: ωB97M-V with the def2-TZVPD basis set

CARTESIAN COORDINATES (ANGSTROEM)
C: 3.387 -0.660 3.650
S: 2.620 0.443 2.421
C: 2.928 -0.476 0.887
C: 0.975 0.250 2.768
C: 0.000 0.623 1.805
C: -1.424 0.152 2.034
C: -1.703 -1.218 2.097
C: -3.027 -1.664 2.177
C: -4.074 -0.736 2.249
C: -3.789 0.637 2.245
C: -2.473 1.076 2.101
O: 0.296 1.306 0.803
H: 4.453 -0.403 3.668
H: 2.936 -0.441 4.624
H: 3.239 -1.706 3.359
H: 3.976 -0.283 0.628
H: 2.752 -1.545 1.052
H: 2.265 -0.062 0.122
H: 0.685 -0.256 3.689
H: -0.867 -1.922 2.073
H: -3.234 -2.737 2.176
H: -5.109 -1.082 2.301
H: -4.595 1.370 2.338
H: -2.239 2.142 2.060
F: 5.324 5.196 -0.631
C: 4.456 4.727 0.320
C: 4.942 3.866 1.299
C: 4.043 3.358 2.223
C: 2.659 3.730 2.232
C: 1.804 3.146 3.223
C: 0.481 3.577 3.558
C: 0.101 3.553 4.932
C: -1.096 4.111 5.355
C: -1.991 4.654 4.418
C: -1.684 4.601 3.052
C: -0.482 4.038 2.619
C: 2.259 4.698 1.267
C: 3.129 5.153 0.282
H: 5.995 3.591 1.329
H: 4.403 2.673 2.992
H: 2.311 2.591 4.016
H: 0.804 3.121 5.649
H: -1.335 4.125 6.421
H: -2.926 5.099 4.752
H: -2.390 4.995 2.315
H: -0.287 3.923 1.552
H: 1.243 5.087 1.294
H: 2.793 5.841 -0.490

Values from the calculation:
total charge	+1
E_tot	-1462.5887	Eh
frontier orbital gap	0.186	Eh
relative energy (zero: lowest compared OMol25 entry of this formula, charge and spin)	0.6950	eV

***

Entry 3:
Formula: C23H22I2N5O2Re
Source: the Open Molecules 2025 dataset
Level of theory: ωB97M-V with the def2-TZVPD basis set

CARTESIAN COORDINATES (ANGSTROEM)
Re: 0.559 0.996 -0.398
C: -1.595 4.965 -1.497
C: -2.315 4.044 -0.568
N: -3.544 4.367 -0.202
C: -4.213 3.587 0.648
C: -3.733 2.403 1.219
C: -4.667 1.645 2.135
O: -3.956 0.930 3.131
C: -2.445 2.018 0.839
C: -1.769 0.916 1.479
N: -0.606 0.442 1.147
C: 0.028 -0.506 2.035
C: -0.613 -1.663 2.449
C: 0.035 -2.516 3.333
C: 1.309 -2.218 3.798
C: 1.965 -1.062 3.379
C: 1.309 -0.226 2.499
I: 2.213 1.518 1.758
C: -1.742 2.852 -0.066
O: -0.505 2.532 -0.432
H: -1.380 5.902 -0.980
H: -2.252 5.214 -2.330
H: -0.663 4.550 -1.869
H: -5.203 3.942 0.915
H: -5.266 0.959 1.525
H: -5.357 2.363 2.579
H: -4.469 0.914 3.945
H: -2.236 0.501 2.368
H: -1.611 -1.890 2.092
H: -0.463 -3.418 3.663
H: 1.805 -2.884 4.490
H: 2.957 -0.832 3.743
I: 2.197 -4.796 -0.738
C: 2.586 -2.805 -1.120
C: 3.711 -2.398 -1.834
C: 3.936 -1.043 -2.049
C: 3.038 -0.131 -1.546
N: 1.936 -0.521 -0.865
C: 1.716 -1.836 -0.658
H: 4.412 -3.131 -2.215
H: 4.810 -0.700 -2.586
H: 3.199 0.937 -1.661
H: 0.832 -2.099 -0.091
C: -1.696 -0.082 -5.341
N: -1.399 -0.225 -3.902
C: -1.948 -1.166 -3.058
C: -1.439 -0.932 -1.826
N: -0.577 0.154 -1.909
C: -0.588 0.547 -3.192
H: -2.191 -0.987 -5.678
H: -0.767 0.046 -5.889
H: -2.350 0.772 -5.496
H: -2.647 -1.908 -3.405
H: -1.626 -1.451 -0.901
H: -0.035 1.375 -3.609

Values from the calculation:
total charge	+3
multiplicity	2
E_tot	-1986.5912	Eh
frontier orbital gap (alpha / beta)	0.188 / 0.231	Eh

***

Entry 4:
Formula: C23H22N2O4
Source: the Open Molecules 2025 dataset
Level of theory: ωB97M-V with the def2-TZVPD basis set

CARTESIAN COORDINATES (ANGSTROEM)
O: -0.152 -1.632 -1.556
C: 0.246 -2.055 -0.493
N: -0.344 -3.098 0.141
H: -0.078 -3.336 1.083
C: -1.558 -3.691 -0.353
H: -1.612 -3.477 -1.422
H: -1.529 -4.769 -0.182
C: -2.807 -3.116 0.348
O: -2.734 -3.509 1.702
H: -3.515 -3.190 2.166
C: -2.849 -1.617 0.160
C: -2.427 -0.764 1.173
C: -2.482 0.605 1.005
C: -2.938 1.118 -0.201
C: -3.317 0.278 -1.242
C: -3.283 -1.087 -1.052
H: -3.592 -1.749 -1.845
H: -3.648 0.709 -2.174
N: -3.050 2.541 -0.367
O: -3.005 3.228 0.632
O: -3.204 2.971 -1.491
H: -2.174 1.283 1.786
H: -2.061 -1.179 2.100
H: -3.694 -3.564 -0.129
C: 1.491 -1.546 0.216
H: 2.249 -2.332 0.149
C: 2.018 -0.262 -0.446
C: 1.251 0.959 -0.008
C: 0.768 1.843 -0.965
C: 0.119 3.008 -0.595
C: -0.060 3.309 0.744
C: 0.397 2.425 1.707
C: 1.045 1.261 1.334
H: 1.408 0.594 2.104
H: 0.255 2.649 2.755
H: -0.564 4.218 1.037
H: -0.247 3.683 -1.355
H: 0.906 1.617 -2.012
C: 3.515 -0.138 -0.233
C: 4.347 -1.029 -0.904
C: 5.719 -0.984 -0.741
C: 6.286 -0.037 0.096
C: 5.470 0.862 0.757
C: 4.095 0.814 0.593
H: 3.477 1.534 1.108
H: 5.903 1.611 1.404
H: 7.358 0.002 0.225
H: 6.347 -1.684 -1.272
H: 3.913 -1.762 -1.570
H: 1.852 -0.386 -1.523
H: 1.272 -1.387 1.272

Values from the calculation:
SMILES	O=C(CC(c1ccccc1)c1ccccc1)NC[C@@H](O)c1ccc([N+](=O)[O-])cc1
E_tot	-1300.0710	Eh
frontier orbital gap	0.320	Eh
relative energy (zero: lowest compared OMol25 entry of this formula, charge and spin)	3.4869	eV

***

Entry 5:
Formula: C23H22N3O9PS2W
Source: the Open Molecules 2025 dataset
Level of theory: ωB97M-V with the def2-TZVPD basis set

CARTESIAN COORDINATES (ANGSTROEM)
W: -0.148 -0.183 -0.099
C: 3.122 1.297 3.689
C: 1.978 2.111 4.234
O: 0.651 1.499 4.086
P: 0.027 0.848 2.816
S: 0.212 1.984 1.181
S: 0.795 -0.877 2.214
O: -1.499 0.742 3.138
C: -2.081 -0.231 4.064
C: -1.972 0.218 5.499
H: 4.045 1.806 3.972
H: 3.101 1.217 2.603
H: 3.144 0.294 4.114
H: 1.906 3.090 3.762
H: 2.064 2.252 5.307
H: -1.601 -1.192 3.876
H: -3.117 -0.301 3.743
H: -0.942 0.226 5.853
H: -2.540 -0.476 6.121
H: -2.394 1.214 5.628
O: -4.011 -1.004 0.671
C: -2.997 -0.552 0.244
O: -1.764 -0.955 0.606
C: -2.904 0.578 -0.762
C: -4.028 0.969 -1.475
C: -3.864 1.912 -2.451
C: -2.592 2.465 -2.679
C: -2.386 3.437 -3.696
C: -1.149 3.957 -3.905
C: -0.064 3.536 -3.095
C: -0.227 2.609 -2.112
C: -1.502 2.039 -1.887
N: -1.701 1.079 -0.921
H: -4.976 0.502 -1.250
H: -4.702 2.234 -3.057
H: -3.233 3.747 -4.295
H: -0.990 4.693 -4.682
H: 0.919 3.960 -3.258
H: 0.619 2.315 -1.508
O: 2.907 -0.619 -5.487
C: 2.347 -0.642 -4.438
C: 0.879 -1.099 -4.188
O: 0.152 -1.660 -4.953
C: 0.638 -0.713 -2.777
C: 1.743 -0.195 -2.198
O: 1.595 0.171 -0.929
C: 2.909 -0.127 -3.081
O: 4.037 0.200 -2.841
O: -0.449 -0.800 -2.053
C: 3.140 -4.802 -0.301
N: 1.911 -4.000 -0.291
C: 0.619 -4.484 -0.306
C: -0.200 -3.407 -0.261
N: 0.585 -2.273 -0.223
C: 1.847 -2.667 -0.229
H: 2.857 -5.847 -0.383
H: 3.694 -4.650 0.621
H: 3.750 -4.530 -1.159
H: 0.408 -5.537 -0.358
H: -1.274 -3.365 -0.263
H: 2.706 -2.017 -0.195

Values from the calculation:
total charge	+1
multiplicity	2
E_tot	-2935.8852	Eh
frontier orbital gap (alpha / beta)	0.230 / 0.256	Eh
relative energy (zero: lowest compared OMol25 entry of this formula, charge and spin)	0.0000	eV

***

What is the formula in the fifth record?
C23H22N3O9PS2W

***

The lowest E_tot belongs to which entry?
C23H22N3O9PS2W

***

What is the formula in the fifth record?
C23H22N3O9PS2W